No. 1
The following is a quantum chemistry calculation of a structure of composition C44H26F9MnN3O5PSSe, from OMol25.

Summary:
strongest force on any atom = 0.52 eV Å⁻¹
HOMO energy (spin up / spin down) = -4.12 / -4.27 eV
net charge = -1
2S+1 = 6
lowest unoccupied orbital energy (spin up / spin down) = 0.03717 / 0.03366 hartree
gap between HOMO and LUMO (spin up / spin down) = 5.129 / 5.182 eV
⟨S²⟩ = 8.76
energy relative to the best compared isomer or geometry (same formula, charge and spin) = 0.0 kJ/mol

Positions of all 91 atoms, in Å:
Mn (0.5808, -0.3985, 0.4589)
N (-2.4068, -2.0732, 3.2917)
C (-2.6112, -1.2117, 4.3979)
C (-3.1733, -1.6943, 5.5669)
C (-3.3865, -0.8352, 6.6382)
C (-3.0033, 0.4924, 6.5453)
C (-2.4072, 0.9623, 5.3812)
C (-2.2300, 0.1203, 4.2937)
S (-1.5585, 0.7638, 2.7865)
N (-0.9153, -0.6751, 2.1414)
C (-1.3825, -1.8263, 2.4045)
C (-0.7622, -2.9837, 1.6891)
C (-1.0804, -4.3035, 1.9679)
C (-0.4251, -5.3205, 1.2890)
C (0.5416, -4.9894, 0.3619)
C (0.7980, -3.6450, 0.1377)
N (0.1549, -2.6643, 0.7653)
H (-2.6352, -3.0352, 3.4655)
H (-3.4573, -2.7389, 5.6365)
H (-3.8441, -1.2117, 7.5434)
H (-3.1593, 1.1653, 7.3778)
H (-2.0879, 1.9943, 5.3015)
H (-1.8184, -4.5620, 2.7133)
H (-0.6642, -6.3549, 1.4973)
H (1.0966, -5.7400, -0.1829)
H (1.5547, -3.3433, -0.5706)
O (-0.8229, 6.0173, -0.0329)
C (-0.6104, 4.8567, -0.2919)
C (-0.1098, 4.3083, -1.6154)
O (0.1642, 4.9552, -2.6040)
C (-0.0321, 2.8333, -1.4579)
C (-0.3867, 2.5071, -0.1288)
O (-0.4145, 1.2923, 0.3310)
C (-0.8065, 3.6715, 0.6238)
O (-1.2536, 3.7110, 1.7642)
O (0.2969, 2.0294, -2.3679)
Se (2.8370, 0.0948, 1.4834)
C (3.2864, -1.6328, 2.1901)
C (2.7700, -2.0509, 3.4186)
C (3.0890, -3.2975, 3.9396)
C (3.9330, -4.1565, 3.2467)
C (4.4613, -3.7476, 2.0301)
C (4.1417, -2.4997, 1.5111)
H (2.1097, -1.3851, 3.9614)
H (2.6760, -3.5983, 4.8955)
H (4.1833, -5.1279, 3.6546)
H (5.1310, -4.4009, 1.4819)
H (4.5745, -2.1792, 0.5737)
F (4.7553, -5.8051, -4.0741)
C (4.1908, -5.6165, -2.8638)
F (5.1730, -5.7159, -1.9533)
F (3.3657, -6.6715, -2.6656)
C (3.4509, -4.3158, -2.7807)
C (3.8929, -3.2939, -1.9557)
C (3.1605, -2.1183, -1.8721)
C (1.9923, -1.9411, -2.6135)
C (1.5954, -2.9609, -3.4796)
C (2.3093, -4.1454, -3.5548)
P (1.1258, -0.3160, -2.3129)
C (-0.4964, -0.6584, -3.0874)
C (-1.1221, 0.2291, -3.9569)
C (-2.4069, -0.0248, -4.4149)
C (-3.0828, -1.1591, -3.9942)
C (-2.4814, -2.0426, -3.1080)
C (-1.1974, -1.7881, -2.6612)
C (-4.4876, -1.4246, -4.4438)
F (-4.6906, -2.7325, -4.7173)
F (-5.3930, -1.0946, -3.4992)
F (-4.8153, -0.7379, -5.5516)
C (2.1391, 0.5910, -3.5308)
C (3.0937, 1.4788, -3.0540)
C (3.9545, 2.1178, -3.9332)
C (3.8506, 1.8710, -5.2926)
C (2.8917, 0.9917, -5.7795)
C (2.0426, 0.3481, -4.8970)
C (4.7500, 2.5603, -6.2746)
F (4.0841, 3.4571, -7.0304)
F (5.3100, 1.6845, -7.1403)
F (5.7596, 3.2206, -5.6827)
H (4.7848, -3.4267, -1.3594)
H (3.4727, -1.3357, -1.1860)
H (0.7063, -2.8440, -4.0861)
H (1.9793, -4.9399, -4.2130)
H (-0.6158, 1.1387, -4.2464)
H (-2.8843, 0.6714, -5.0907)
H (-3.0134, -2.9231, -2.7714)
H (-0.7372, -2.4836, -1.9675)
H (3.1482, 1.6877, -1.9926)
H (4.6925, 2.8144, -3.5613)
H (2.8160, 0.8074, -6.8435)
H (1.3050, -0.3480, -5.2772)

***

No. 2
The following is a quantum chemistry calculation of a structure of composition C44H26LiN9, from OMol25.

Summary:
strongest force on any atom = 0.49 eV Å⁻¹
HOMO energy (spin up / spin down) = -0.63 / -0.64 eV
net charge = -2
lowest unoccupied orbital energy (spin up / spin down) = 0.14946 / 0.13867 hartree
gap between HOMO and LUMO (spin up / spin down) = 4.693 / 4.410 eV

Positions of all 80 atoms, in Å:
Li (0.2276, 0.1382, 0.9951)
C (-2.8916, -5.6260, 1.1271)
C (-3.9554, -4.8716, 0.6032)
C (-3.7980, -3.5236, 0.3132)
C (-2.5597, -2.9403, 0.5500)
C (-2.0454, -1.5814, 0.3807)
N (-0.7574, -1.5335, 0.7843)
C (-0.3770, -2.7669, 1.2097)
N (0.8359, -3.1354, 1.6686)
C (1.7550, -2.2407, 1.9853)
C (3.1337, -2.6225, 2.3768)
C (3.7806, -3.8430, 2.4592)
C (5.1207, -3.8519, 2.8309)
C (5.7981, -2.6622, 3.1103)
C (5.1431, -1.4365, 3.0258)
C (3.8112, -1.4380, 2.6510)
C (2.8187, -0.3526, 2.4619)
N (3.0470, 0.9220, 2.5991)
C (1.9103, 1.6944, 2.6220)
N (1.6121, 2.5938, 1.6507)
C (0.3010, 2.8823, 1.7788)
N (-0.4345, 3.3932, 0.7263)
C (-1.2797, 2.5597, 0.2195)
N (-1.3825, 1.2222, 0.5639)
C (-2.3258, 0.6532, -0.2146)
N (-2.7490, -0.5961, -0.2070)
C (-2.8922, 1.6715, -1.1456)
C (-3.7969, 1.5684, -2.1828)
C (-4.0300, 2.7038, -2.9537)
C (-3.3670, 3.9015, -2.6853)
C (-2.4502, 3.9925, -1.6402)
C (-2.2261, 2.8605, -0.8855)
C (-0.2420, 2.3266, 3.0147)
C (-1.4418, 2.4991, 3.7001)
C (-1.5962, 1.8597, 4.9178)
C (-0.5690, 1.0535, 5.4449)
C (0.6264, 0.8887, 4.7672)
C (0.7881, 1.5405, 3.5463)
N (1.6258, -0.8953, 2.0451)
C (-1.4972, -3.6933, 1.0689)
C (-1.6549, -5.0426, 1.3671)
H (-3.0427, -6.6774, 1.3440)
H (-4.9113, -5.3533, 0.4242)
H (-4.6166, -2.9352, -0.0883)
H (3.2510, -4.7620, 2.2360)
H (5.6553, -4.7923, 2.8943)
H (6.8451, -2.6971, 3.3897)
H (5.6527, -0.5017, 3.2276)
H (-4.2793, 0.6223, -2.4008)
H (-4.7102, 2.6486, -3.7970)
H (-3.5476, 4.7627, -3.3168)
H (-1.9063, 4.9076, -1.4369)
H (-2.2312, 3.1165, 3.2845)
H (-2.5203, 1.9739, 5.4719)
H (-0.7245, 0.5455, 6.3904)
H (1.4107, 0.2549, 5.1686)
H (-0.8251, -5.6087, 1.7794)
C (-2.5482, -0.4155, -4.5768)
C (-2.1288, -1.0961, -3.4306)
C (-1.0319, -0.6689, -2.7011)
C (-0.2750, 0.4770, -3.0711)
C (-0.7303, 1.1593, -4.2376)
C (-1.8319, 0.7200, -4.9585)
N (0.7362, 0.8967, -2.2651)
C (1.8197, 1.5658, -2.7445)
C (2.3164, 1.4693, -4.0753)
C (3.4825, 2.1136, -4.4698)
C (4.2181, 2.8955, -3.5839)
C (3.7475, 3.0060, -2.2707)
C (2.5909, 2.3699, -1.8592)
H (-3.4107, -0.7504, -5.1421)
H (-2.6787, -1.9717, -3.0938)
H (-0.7208, -1.1953, -1.8052)
H (-0.2104, 2.0610, -4.5398)
H (-2.1499, 1.2816, -5.8341)
H (1.7789, 0.8543, -4.7857)
H (3.8306, 1.9982, -5.4922)
H (5.1300, 3.3914, -3.8981)
H (4.3022, 3.6016, -1.5515)
H (2.2489, 2.4602, -0.8347)

***

No. 3
The following is a quantum chemistry calculation of a structure of composition C44H28AsF6N10O2Ta at a distorted geometry, from OMol25.

Summary:
strongest force on any atom = 1.82 eV Å⁻¹
HOMO energy (spin up / spin down) = -9.72 / -10.95 eV
net charge = +1
2S+1 = 2
lowest unoccupied orbital energy (spin up / spin down) = -0.17034 / -0.20086 hartree
gap between HOMO and LUMO (spin up / spin down) = 5.081 / 5.489 eV
⟨S²⟩ = 0.80
energy relative to the best compared isomer or geometry (same formula, charge and spin) = 21.1 kJ/mol

Positions of all 92 atoms, in Å:
Ta (0.3179, 0.2808, -0.2141)
C (-5.3132, -2.9627, 1.3193)
C (-5.0667, -2.4581, 2.5976)
C (-3.8477, -1.8732, 2.9198)
C (-2.9091, -1.7998, 1.9085)
C (-1.5674, -1.2309, 1.8767)
N (-1.0168, -0.7386, 2.9627)
C (0.2117, -0.2843, 2.9373)
C (0.8537, 0.1662, 4.1732)
C (0.4063, 0.2218, 5.4774)
C (1.2981, 0.7212, 6.4228)
C (2.5816, 1.1282, 6.0643)
C (3.0250, 1.0522, 4.7466)
C (2.1270, 0.5675, 3.8188)
C (2.2390, 0.3464, 2.3764)
N (3.3408, 0.6094, 1.7498)
C (3.4790, 0.2845, 0.4723)
N (2.5742, -0.3533, -0.3023)
C (3.1995, -0.6228, -1.5022)
N (2.7099, -1.3444, -2.4775)
C (1.4900, -1.8467, -2.4456)
N (0.4727, -1.5937, -1.5467)
C (-0.5866, -2.3554, -1.9416)
N (-1.7722, -2.4755, -1.3483)
C (-1.9446, -2.0312, -0.1409)
N (-1.0214, -1.3413, 0.6297)
C (-3.1563, -2.2911, 0.6358)
C (-4.3542, -2.8973, 0.3131)
C (-0.2675, -3.1112, -3.1359)
C (-1.0038, -4.0115, -3.8908)
C (-0.3669, -4.5789, -4.9842)
C (0.9604, -4.2647, -5.2986)
C (1.6948, -3.3725, -4.5317)
C (1.0479, -2.7976, -3.4482)
C (4.5360, -0.0427, -1.5176)
C (5.5261, 0.0056, -2.4796)
C (6.7003, 0.6708, -2.1401)
C (6.8752, 1.2459, -0.8808)
C (5.8829, 1.1736, 0.0917)
C (4.7171, 0.5234, -0.2585)
N (1.0399, -0.1238, 1.8693)
H (-6.2731, -3.4152, 1.1090)
H (-5.8417, -2.5257, 3.3491)
H (-3.6420, -1.4774, 3.9047)
H (-0.5901, -0.1020, 5.7446)
H (0.9935, 0.7938, 7.4581)
H (3.2447, 1.5099, 6.8287)
H (4.0190, 1.3634, 4.4571)
H (-4.5397, -3.2932, -0.6759)
H (-2.0250, -4.2566, -3.6338)
H (-0.9011, -5.2839, -5.6068)
H (1.4214, -4.7346, -6.1571)
H (2.7239, -3.1342, -4.7627)
H (5.3928, -0.4480, -3.4522)
H (7.4978, 0.7459, -2.8671)
H (7.8020, 1.7580, -0.6607)
H (6.0057, 1.6169, 1.0699)
C (1.6823, 1.2701, -4.1649)
C (0.6128, 0.9321, -3.1815)
O (0.9658, 0.9632, -1.9298)
C (-0.6680, 0.6021, -3.5418)
C (-1.7240, 0.5499, -2.6118)
C (-3.1293, 0.5460, -3.1181)
N (-1.5017, 0.5895, -1.3041)
N (-2.6419, 0.8619, -0.5484)
C (-2.2834, 1.2553, 0.6248)
O (-1.0044, 1.2742, 0.9566)
C (-3.2577, 1.7125, 1.6268)
C (-2.8078, 2.2336, 2.8357)
C (-3.7247, 2.6432, 3.7914)
C (-5.0850, 2.5253, 3.5447)
C (-5.5338, 2.0038, 2.3365)
C (-4.6241, 1.5991, 1.3763)
H (2.2087, 0.3559, -4.4500)
H (1.2639, 1.7245, -5.0601)
H (2.3983, 1.9469, -3.7013)
H (-0.9188, 0.5793, -4.5916)
H (-3.1435, 0.3550, -4.1878)
H (-3.7177, -0.2020, -2.5884)
H (-3.5945, 1.5118, -2.9164)
H (-1.7453, 2.3291, 3.0149)
H (-3.3766, 3.0610, 4.7267)
H (-5.7991, 2.8472, 4.2913)
H (-6.5950, 1.9188, 2.1438)
H (-4.9591, 1.1914, 0.4319)
F (2.6455, 3.0040, -1.4168)
As (1.7874, 3.7953, -0.1509)
F (1.3212, 1.9250, 0.4384)
F (3.1500, 3.5681, 0.8602)
F (0.8841, 4.2612, 1.2195)
F (2.1783, 5.3454, -0.6916)
F (0.3364, 3.6089, -1.0463)